Density functional theory data (ωB97M-V/def2-TZVPD) for a structure of composition C31H82FeO11 at a distorted geometry.

The multiplicity is 6. As for the net charge: +1. The orbital gap (alpha / beta) is 8.180 / 6.757 eV. The calculation puts the LUMO energy (alpha / beta) at -2.8341 / -4.2566 eV. The value obtained for the energy above the lowest of the compared OMol25 structures with the same formula, charge and spin is 2.3342 eV.

Atoms and positions in Å:
Fe  16.5599  15.4574  22.8703
O  18.3695  15.2183  13.2554
O  21.7391  15.8139  20.1965
O  13.1648  12.2876  15.0794
O  17.5448  17.8266  12.9736
O  15.8119  13.5771  22.5199
O  17.6830  15.4441  21.2717
O  19.2416  10.0798  19.7272
O  11.7782  14.5933  16.9304
O  18.5666  14.6946  23.9593
O  17.3217  17.2910  23.6100
O  14.8809  16.1291  22.2488
C  19.9212  11.1424  19.0361
C  13.5991  16.1059  17.3766
C  12.3896  15.7932  16.4937
C  15.5144  11.4536  23.6122
C  22.0263  17.2291  20.1617
C  15.6963  18.4424  14.4240
C  13.9503  11.3993  15.8851
C  17.6014  14.1258  13.7313
C  18.0584  18.3177  22.8202
C  23.4971  17.3619  20.5409
C  17.0993  19.4334  22.3915
C  19.1877  18.8845  23.6575
C  16.2369  14.0352  13.0733
C  17.4846  14.0950  15.2771
C  15.1579  10.9804  15.0862
C  17.0499  15.6395  18.8793
C  19.9062  14.2953  23.4818
C  14.3031  12.1272  17.1710
C  18.9842  11.9061  18.1128
C  12.8999  15.5519  15.0881
C  17.9908  17.9734  15.3566
C  20.3329  13.1078  24.3563
C  12.8166  17.1001  21.2842
C  17.2096  18.5111  14.1569
C  16.4414  12.2879  22.7321
C  21.7330  17.7377  18.7521
C  16.6348  11.6595  21.3575
C  20.5410  12.0245  20.1363
C  20.8515  15.4785  23.7017
C  14.3058  17.1554  21.4704
C  18.1304  15.5699  19.9703
H  15.1040  19.2339  13.9658
H  17.7416  20.2469  22.0535
H  13.5038  12.2666  17.8982
H  13.3810  16.2768  18.4365
H  19.3196  15.1234  13.1961
H  19.7128  18.0272  24.0980
H  14.6600  18.0936  21.9186
H  15.0882  11.5672  17.7030
H  13.3153  10.5323  16.1068
H  16.1947  14.2424  12.0039
H  17.5168  13.0360  15.5351
H  19.5020  12.4656  24.6506
H  20.7387  18.2105  18.6869
H  14.3110  15.2752  17.3818
H  17.9628  11.5849  18.3321
H  18.0315  16.9945  13.1330
H  15.5504  18.5950  15.5025
H  15.2615  12.0096  24.5163
H  19.0315  17.7536  15.1138
H  14.7836  13.0969  17.0173
H  16.5061  19.1054  21.5405
H  15.8335  10.4415  23.8521
H  16.5004  14.3924  15.6535
H  17.0751  17.7659  24.4147
H  21.1634  12.6537  23.8136
H  11.4565  14.6820  17.8333
H  14.8776  13.4230  22.3194
H  15.9467  11.7345  15.1522
H  21.5892  17.0112  17.9511
H  13.1447  16.5253  14.6435
H  11.7241  16.6649  16.5299
H  18.8430  19.5088  24.4773
H  17.3659  12.3866  23.2986
H  12.7735  12.9742  15.6311
H  18.7636  9.5808  19.0550
H  23.7133  16.9436  21.5225
H  16.6488  14.6216  18.7860
H  15.5927  14.8302  13.4651
H  21.2196  12.7879  19.7524
H  24.0170  16.8318  19.7404
H  17.0541  12.3990  20.6678
H  19.7853  12.5709  20.7008
H  17.5252  17.1284  15.8635
H  18.8170  16.4277  19.9416
H  13.9095  15.1363  15.1078
H  18.0550  18.8079  16.0651
H  19.7586  14.1110  22.4194
H  20.7430  16.3041  23.0003
H  18.9700  12.9830  18.2991
H  18.5533  14.4017  24.8761
H  21.8792  15.1195  23.5939
H  14.8631  17.1514  20.5211
H  15.7610  13.0882  13.3120
H  20.7274  13.4275  25.3273
H  23.9188  18.3675  20.5517
H  14.1718  16.9477  16.9763
H  12.3994  16.1318  21.0033
H  18.7182  14.6833  19.6962
H  12.1752  15.0694  14.4388
H  18.1962  13.2606  13.4147
H  18.4086  17.7439  21.9671
H  19.9833  19.2600  23.0152
H  15.2495  17.4732  14.2040
H  18.2328  14.7563  15.7064
H  22.3897  18.5517  18.4398
H  20.7430  10.6692  18.4929
H  20.8192  15.7439  19.9269
H  16.4751  19.7819  23.2124
H  12.7036  17.7638  20.4207
H  14.9857  10.7679  14.0351
H  14.5813  11.2820  23.0589
H  17.3459  10.8412  21.4514
H  19.2503  11.7949  17.0623
H  20.7802  15.8569  24.7234
H  15.6843  11.4297  20.8719
H  12.2206  17.4135  22.1390
H  16.1769  16.2639  19.0614
H  17.4515  15.7912  17.8761
H  21.3322  17.6791  20.8821
H  21.1251  11.2778  20.6769
H  15.6366  10.1301  15.5830
H  17.4895  19.5634  14.0415

Density functional theory data (ωB97M-V/def2-TZVPD) for a cluster of 10 separate species, C31H89O38P9S in total at a distorted geometry.

Its SMILES is COP(=O)(OC)OC.COP(=O)(OC)OC.COP(=O)(OC)OC.COP(=O)(OC)OC.COP(=O)(OC)OC.COP(=O)(OC)OC.COP(=O)(OC)OC.COP(=O)(OC)OC.COP(=O)(OC)OC.O=S1(=O)CCCC1. The orbital gap is 10.197 eV. The calculation puts the LUMO energy at 0.1901 eV. The value obtained for the energy above the lowest of the compared OMol25 structures with the same formula, charge and spin is 5.9514 eV.

Atoms and positions in Å:
S  -0.8474  -0.0754  0.1471
P  5.1244  1.0058  3.6024
P  -2.1489  4.7083  2.7738
P  3.7507  -5.1180  1.0720
P  2.9122  4.1556  -1.6444
P  -2.5584  -3.2819  -3.1543
P  -0.6683  3.4136  -5.1674
P  4.2103  -1.2106  -2.9341
P  -6.6110  1.3692  2.4874
P  -2.7478  -3.6205  4.1236
O  5.3525  -0.2143  -3.7476
O  5.6347  0.4992  2.0866
O  -3.2079  -4.4920  5.2400
O  2.9285  -3.8696  1.7487
O  -1.7787  5.2263  1.2879
O  -3.3866  -2.2572  -2.1903
O  -0.7645  1.7976  -5.1779
O  -1.5752  -2.2761  -4.0356
O  -1.3709  -3.9865  3.3832
O  2.5553  3.6786  -3.1654
O  -2.5949  -2.0523  4.5835
O  -1.5280  -4.0403  -2.1295
O  -0.4483  0.7684  1.2860
O  -1.0485  4.8936  3.7411
O  -1.3414  3.9156  -3.7722
O  2.5288  -6.0040  0.4135
O  1.4521  4.5545  -0.9986
O  -3.3987  -4.2110  -3.9775
O  5.5903  2.4161  3.8262
O  -6.4744  3.0339  2.6053
O  4.1886  -5.9842  2.3734
O  3.6152  5.6288  -1.8935
O  -5.9798  0.6725  3.6784
O  4.8231  -4.6853  0.1406
O  5.7895  -0.1647  4.5953
O  -1.7682  0.4411  -0.8670
O  3.6844  3.1703  -0.8722
O  2.8110  -0.7513  -3.1704
O  3.5501  0.7392  3.6939
O  4.8197  -1.1792  -1.4299
O  4.5719  -2.7475  -3.4010
O  -5.8880  1.0356  1.0496
O  -1.8027  3.8634  -6.2093
O  -8.1956  1.1240  2.1693
O  -2.4838  3.1713  2.5674
O  -3.7640  -3.5133  2.8492
O  0.6581  3.9473  -5.4543
O  -3.6233  5.4176  3.0460
C  2.6297  1.5154  2.8395
C  0.7950  -2.0429  -0.5410
C  -2.7979  5.1804  0.2618
C  -4.5241  1.3726  0.8363
C  3.0700  6.5299  -2.8185
C  -3.8987  5.8687  4.3580
C  3.2588  -6.3981  3.3487
C  -1.3644  -1.7535  0.6872
C  2.9060  -7.0237  -0.5512
C  3.9009  -3.8640  -3.0258
C  -4.4268  -4.7170  2.4348
C  -3.7168  -1.3647  5.0451
C  0.7465  -0.5215  -0.6601
C  -2.7341  3.6757  -3.3815
C  -2.5943  2.3720  3.7084
C  -1.3642  -5.4258  -1.9044
C  -0.2137  -4.3705  4.1986
C  7.1643  -0.1423  4.8293
C  -6.8190  3.9162  1.5947
C  5.6695  1.4052  0.9799
C  0.0527  -2.5270  0.7266
C  0.2009  1.0362  -4.4637
C  3.5473  -2.8107  2.3797
C  3.5746  3.4278  -4.1193
C  -0.5586  -2.8780  -4.7714
C  -4.0806  -1.1902  -2.7834
C  -8.9736  0.2482  3.0281
C  5.3572  -0.2589  -5.1263
C  6.1603  -1.4150  -1.0579
C  -2.0970  5.2285  -6.3089
C  0.6852  3.4755  -0.5091
H  -3.3173  4.2229  0.2211
H  3.1205  -3.9699  -3.7794
H  -3.6371  2.0650  3.7879
H  0.2496  -2.1660  -4.9386
H  -3.1384  5.3585  -6.6033
H  -8.9134  -0.7403  2.5727
H  1.8572  -2.2055  -0.3582
H  -0.3321  0.4261  -3.7345
H  6.7246  -0.5026  -0.8650
H  -4.6243  -1.5581  4.4731
H  4.5947  -4.6562  -2.7444
H  -0.2823  -5.5432  -1.9674
H  0.7185  0.3500  -5.1340
H  -3.7483  -0.8739  -3.7722
H  -4.3671  -4.9471  1.3710
H  5.0703  2.3127  1.0548
H  6.3127  -0.3729  -5.6381
H  -3.8918  -5.5646  2.8631
H  -1.8546  5.8460  -5.4440
H  -2.0482  -2.1274  -0.0749
H  2.3064  -6.8500  -1.4448
H  0.4324  -2.3592  -1.5190
H  2.2204  -6.3901  3.0173
H  3.5829  2.3462  -4.2547
H  -7.6568  4.5189  1.9452
H  7.3924  0.0364  5.8801
H  7.7266  0.6895  4.4049
H  0.8932  1.6010  -3.8394
H  -0.3115  -4.1050  5.2512
H  -4.0241  -1.3754  6.0908
H  -3.2853  4.6122  -3.2958
H  5.0323  0.7033  -5.5221
H  -7.1547  3.3773  0.7087
H  3.9528  -7.0100  -0.8546
H  6.2314  -2.0622  -0.1837
H  7.5220  -1.1064  4.4679
H  2.4071  2.5321  3.1631
H  -3.2554  2.9946  -4.0541
H  -5.4442  -4.8746  2.7929
H  4.5452  3.7144  -3.7145
H  -4.4639  2.1524  0.0771
H  4.6132  -2.7392  2.1634
H  1.0484  2.5839  -1.0202
H  -5.1666  -1.2602  -2.8436
H  1.6310  -0.1559  -0.1386
H  2.6217  -7.9798  -0.1116
H  -4.0327  5.0684  5.0858
H  5.1866  1.0224  0.0808
H  -3.9988  1.7001  1.7335
H  -3.5459  5.9243  0.5362
H  -2.4907  5.3926  -0.7623
H  0.5720  -2.2428  1.6418
H  2.3567  6.0641  -3.4984
H  0.8205  3.2834  0.5553
H  -2.8357  3.2247  -2.3943
H  -1.9564  1.4947  3.6012
H  -0.2389  -3.8207  -4.3275
H  0.8261  -0.0666  -1.6475
H  -2.2110  2.9192  4.5697
H  3.3496  -3.6426  -2.1120
H  3.3758  3.8535  -5.1028
H  3.8372  6.9073  -3.4945
H  -1.6626  -5.7924  -0.9222
H  -3.5045  -0.3140  4.8477
H  2.6010  7.3997  -2.3585
H  -3.2061  6.5676  4.8269
H  1.6639  1.0251  2.7171
H  -0.0267  -5.4377  4.0795
H  -0.1545  -3.5956  0.7830
H  3.1243  -1.8534  2.0751
H  -5.9900  4.5103  1.2100
H  -1.7541  -6.1118  -2.6564
H  -1.5313  5.7844  -7.0567
H  -10.0044  0.6016  3.0545
H  3.1878  -5.6947  4.1784
H  -4.8480  6.4019  4.3053
H  3.4214  -7.4050  3.7331
H  3.0497  1.5162  1.8336
H  6.5779  -1.9309  -1.9225
H  -0.8965  -3.0891  -5.7860
H  3.4237  -2.8636  3.4614
H  6.7018  1.5503  0.6614
H  -3.8454  -0.4094  -2.0601
H  -0.3632  3.6721  -0.7334
H  4.7803  -1.0747  -5.5619
H  -8.5675  0.1172  4.0311
H  -1.8542  -1.6740  1.6577
H  -4.0026  0.4888  0.4688
H  0.6739  -3.8796  3.7992

Density functional theory data (ωB97M-V/def2-TZVPD) for a cluster of 11 separate species, C31H91F3N9O12S in total at a distorted geometry.

As for the net charge: +1. The orbital gap is 8.424 eV. The calculation puts the LUMO energy at -2.4603 eV.

Atoms and positions in Å:
S  0.8601  0.5040  0.6035
F  -1.4092  -0.4949  -0.1383
F  -0.5980  0.9235  -1.5761
F  0.1812  -1.1079  -1.4291
O  -2.2147  -3.5279  3.2950
O  -5.5090  1.1633  5.0127
O  4.9131  -2.5278  0.3692
O  -5.1448  0.4024  -0.3827
O  4.5355  -1.5619  -5.4902
O  2.5502  2.8467  -5.9441
O  1.1318  -0.6811  1.3933
O  0.1841  1.5951  1.3221
O  2.0201  0.9731  -0.1477
O  2.2608  -0.2168  5.2492
O  0.0735  -3.5011  -4.3017
O  2.2194  -3.2788  1.3693
N  5.4840  -0.2564  -2.2650
N  3.9396  2.1625  -1.6205
N  -3.0421  -3.4538  -2.3244
N  -3.9930  3.8781  -0.8636
N  -1.9249  2.0407  4.9497
N  -1.1867  2.7230  -6.0475
N  -0.2816  -0.4635  4.2040
N  2.6920  3.3828  4.7815
N  -0.5635  3.6456  3.0233
C  3.2510  -0.9513  -2.7915
C  2.5369  -1.1781  6.2644
C  3.5857  2.7557  -6.9131
C  -4.6615  -0.8558  -0.8152
C  0.1510  2.8363  -5.4934
C  4.1417  -1.8622  1.3538
C  -4.8876  2.8070  -0.3894
C  3.2853  -2.7989  2.1919
C  -4.1597  1.1576  5.3837
C  -1.6482  -5.3524  -2.9790
C  -0.3033  -0.0706  -0.7699
C  -1.2028  -3.0193  -3.9218
C  -3.2386  1.4717  3.0120
C  -6.2257  0.1547  5.6992
C  -4.4707  1.4874  -0.9860
C  -1.6827  -3.8493  -2.7333
C  -2.9242  -4.1097  2.2360
C  -6.3346  3.1935  -0.6349
C  2.4856  2.0022  4.3830
C  1.2761  2.7191  -6.5448
C  -1.7144  -2.2181  3.0620
C  0.7558  -2.6555  -5.2101
C  -1.3484  -2.1598  5.5289
C  2.6682  1.0999  5.5950
C  0.2626  1.7073  -4.4533
C  4.4776  -1.2892  -6.8782
C  5.0288  -0.5616  -4.6258
C  3.2344  1.4781  3.1458
C  4.7208  -1.0765  -3.2241
C  -3.3183  2.0209  4.4585
C  -0.7294  -1.8736  4.1841
H  2.1465  1.4314  6.5003
H  5.0589  -2.1037  -3.0632
H  4.4143  2.8041  -0.9873
H  0.1340  4.3419  3.2708
H  -1.2757  -2.0995  2.0695
H  0.8256  -1.6807  -4.7116
H  -1.8955  -3.2566  -4.7402
H  -6.5214  4.1967  -0.2458
H  -5.9000  -0.8133  5.3053
H  -2.6092  2.1407  2.4182
H  -1.3839  3.4569  -6.7221
H  2.9205  -2.3029  3.0958
H  -4.0037  3.8820  -1.8791
H  0.3072  3.8140  -5.0359
H  -4.0418  1.5430  6.4096
H  4.3393  -2.9439  -0.2822
H  -0.7056  -5.7571  -3.3624
H  -2.5725  -1.5455  3.1768
H  1.6672  -2.5049  1.1985
H  -4.2107  1.5753  2.5321
H  5.3573  -0.6260  -1.3225
H  0.1727  -0.3086  3.3033
H  5.3642  -0.7484  -7.2309
H  -1.1964  4.1333  2.3882
H  -2.2226  -4.4839  1.4789
H  -2.2633  -1.5725  5.6295
H  6.1017  -0.4028  -4.7723
H  1.7880  -2.9602  -5.3758
H  -2.3856  -5.6443  -3.7296
H  3.8852  -3.6611  2.4787
H  -3.3863  1.3260  -0.8816
H  4.4865  -2.2394  -7.4032
H  -4.3302  4.7784  -0.5510
H  6.4912  -0.3215  -2.3814
H  -3.6336  -1.0047  -0.4698
H  2.3486  -2.1823  5.8962
H  3.1608  -1.0524  -1.7128
H  3.6182  3.5222  5.1728
H  1.1770  1.7938  -7.1311
H  -3.3342  -4.0239  -1.5394
H  3.5391  -1.0122  6.6666
H  -1.1001  3.2710  3.8494
H  -6.5325  3.3549  -1.7030
H  -3.6687  3.0549  4.4859
H  -7.0880  2.4653  -0.3354
H  -1.0826  -3.5614  -1.8660
H  1.8102  -0.9435  7.0548
H  -4.5590  -0.9299  -1.9011
H  2.8367  0.0107  -3.1085
H  3.6099  1.7357  -7.3026
H  4.7968  -1.3091  2.0387
H  0.1585  0.7060  -4.8736
H  -3.5712  -3.4302  1.6660
H  -1.9058  2.1846  5.9573
H  -1.2470  1.8581  -6.5777
H  1.2098  1.7785  -3.9131
H  -0.2043  2.8017  2.5450
H  4.2628  1.2842  3.4751
H  2.5741  -1.6550  -3.2754
H  4.5002  1.3185  -1.9325
H  0.0964  -2.5907  4.0609
H  4.4882  3.1001  -6.4119
H  2.6102  3.9925  3.9772
H  -2.7599  0.4990  2.9626
H  3.6316  -1.0067  0.8977
H  0.2216  -2.6553  -6.1637
H  -3.7088  -3.6814  -3.0577
H  -6.0342  0.2343  6.7745
H  3.1554  1.7562  -1.0608
H  2.7679  0.5340  2.8794
H  -5.3090  -1.5877  -0.3411
H  1.4149  1.9371  4.1481
H  -1.2056  -1.9481  -3.7116
H  -0.5196  1.8277  -3.7075
H  -7.3098  0.1720  5.6006
H  3.7149  1.0199  5.9246
H  -1.5023  -3.2377  5.5842
H  3.4351  3.4424  -7.7529
H  -3.5300  -4.9062  2.6611
H  3.3501  2.2186  2.3552
H  -3.7201  0.1562  5.4841
H  -4.4988  1.4339  -2.0855
H  4.4960  0.3824  -4.7977
H  3.6330  2.7542  -2.3898
H  -1.7451  -5.9388  -2.0633
H  -1.4591  1.1337  4.8096
H  -4.7270  2.8100  0.6924
H  -0.7092  -1.8929  6.3739
H  0.5380  -0.4769  4.8319
H  1.1372  3.4910  -7.3142
H  3.6270  -0.6339  -7.0796

no.,DFT total energy (eV)
1,-90378.1095
2,-205846.4611
3,-90583.1620